# 1
Formula: C9H27N9O18
Source: the Open Molecules 2025 dataset
Level of theory: ωB97M-V with the def2-TZVPD basis set

Geometry as ORCA input:
```
! RIJCOSX wB97M-V def2-TZVPD def2/J DEFGRID3
* xyz 0 1
C 3.38 -0.11 2.29
N 3.93 0.94 1.42
O 4.22 1.98 1.97
O 4.07 0.69 0.24
H 3.43 0.20 3.33
H 3.95 -1.01 2.16
H 2.34 -0.28 1.97
C -1.52 3.27 -0.57
N -2.40 4.37 0.01
O -3.56 4.34 -0.26
O -1.85 5.21 0.69
H -0.76 3.02 0.15
H -1.02 3.63 -1.46
H -2.23 2.50 -0.84
C -0.48 -4.18 1.25
N 0.98 -3.99 1.62
O 1.64 -4.94 1.82
O 1.31 -2.85 1.60
H -0.73 -5.21 1.44
H -0.56 -4.00 0.21
H -1.01 -3.42 1.78
C -4.97 -0.07 2.22
N -3.82 0.46 1.40
O -3.91 0.32 0.19
O -2.84 0.86 1.98
H -4.59 -0.27 3.22
H -5.31 -0.97 1.72
H -5.75 0.67 2.23
C 4.00 -2.88 -1.12
N 4.31 -3.92 -2.12
O 3.38 -4.60 -2.60
O 5.50 -4.21 -2.27
H 4.91 -2.41 -0.84
H 3.53 -3.40 -0.30
H 3.28 -2.17 -1.54
C 1.28 3.55 2.11
N 1.08 2.46 3.08
O 1.61 2.50 4.18
O 0.38 1.51 2.70
H 1.48 3.10 1.15
H 2.12 4.15 2.47
H 0.34 4.09 2.03
C -4.07 -2.55 -2.17
N -3.94 -2.99 -0.76
O -2.95 -2.72 -0.14
O -4.93 -3.56 -0.29
H -3.29 -3.00 -2.79
H -3.94 -1.48 -2.16
H -5.07 -2.84 -2.51
C -0.40 -0.10 0.23
N 0.74 0.24 -0.68
O 1.35 -0.65 -1.23
O 0.99 1.40 -0.78
H -0.22 -1.10 0.64
H -1.29 -0.09 -0.37
H -0.38 0.60 1.04
C 1.77 2.63 -3.92
N 0.46 3.16 -4.35
O -0.33 3.52 -3.44
O 0.19 3.16 -5.52
H 2.48 3.37 -4.24
H 1.91 1.67 -4.39
H 1.80 2.40 -2.87
*
```

- Energy above the lowest of the compared OMol25 structures with the same formula, charge and spin: 10.0 kcal/mol
- SMILES string: C[N+](=O)[O-].C[N+](=O)[O-].C[N+](=O)[O-].C[N+](=O)[O-].C[N+](=O)[O-].C[N+](=O)[O-].C[N+](=O)[O-].C[N+](=O)[O-].C[N+](=O)[O-]

=====

# 2
Formula: C32H56NO52PS12
Source: the Open Molecules 2025 dataset
Level of theory: ωB97M-V with the def2-TZVPD basis set

Geometry as ORCA input:
```
! RIJCOSX wB97M-V def2-TZVPD def2/J DEFGRID3
* xyz 0 1
N -2.72 0.48 -1.36
P -2.14 -1.14 -1.48
O -1.56 -1.31 -3.04
C -0.72 -1.12 -0.26
C -1.07 -1.32 1.02
C 0.06 -1.26 2.04
O 0.07 -1.88 3.08
C 1.21 -0.29 1.67
C 1.56 -0.07 0.40
C 2.65 0.91 -0.06
C 3.94 0.07 -0.39
O 4.51 -0.48 0.51
C 0.74 -0.84 -0.65
O 1.21 -1.17 -1.71
H -2.06 1.07 -1.87
H -3.67 0.56 -1.72
H -1.12 -2.17 -3.16
H -2.11 -1.49 1.31
H 1.76 0.24 2.47
H 2.91 1.55 0.80
H 2.30 1.49 -0.93
H 4.29 0.00 -1.45
C 0.34 -4.80 2.47
C 1.64 -5.15 1.81
O 1.57 -6.57 1.57
S 0.04 -6.97 1.29
O -0.16 -7.05 -0.12
O -0.31 -8.04 2.16
O -0.64 -5.61 1.81
H 0.35 -5.06 3.53
H 0.11 -3.74 2.36
H 2.50 -4.91 2.43
H 1.74 -4.65 0.84
C -4.78 4.74 -2.67
C -3.49 4.36 -3.37
O -3.62 2.95 -3.60
S -5.16 2.59 -3.87
O -5.38 2.53 -5.27
O -5.53 1.54 -2.99
O -5.80 3.96 -3.32
H -4.76 4.47 -1.63
H -5.00 5.80 -2.76
H -2.62 4.58 -2.76
H -3.40 4.86 -4.33
C 5.11 2.34 3.59
C 5.99 3.57 3.58
O 5.61 4.28 2.38
S 4.05 4.03 2.09
O 3.32 5.14 2.60
O 3.92 3.57 0.76
O 3.84 2.80 3.09
H 5.47 1.57 2.91
H 4.99 1.92 4.58
H 7.04 3.33 3.56
H 5.78 4.22 4.43
C 4.97 -4.60 5.28
C 6.33 -4.44 4.65
O 6.09 -3.76 3.40
S 4.83 -2.77 3.59
O 5.32 -1.46 3.84
O 3.91 -3.04 2.54
O 4.28 -3.38 4.97
H 4.42 -5.43 4.82
H 5.03 -4.74 6.35
H 6.82 -5.39 4.47
H 6.98 -3.81 5.26
C 9.24 -1.39 3.49
C 9.86 -0.42 2.50
O 9.12 0.80 2.68
S 8.67 0.93 4.21
O 9.60 1.76 4.89
O 7.27 1.16 4.24
O 8.95 -0.59 4.65
H 8.30 -1.79 3.11
H 9.91 -2.20 3.74
H 9.79 -0.77 1.47
H 10.91 -0.22 2.74
C 6.46 -4.78 11.17
C 7.02 -6.09 10.67
O 6.22 -6.42 9.53
S 5.76 -5.06 8.80
O 6.64 -4.81 7.72
O 4.35 -5.10 8.64
O 6.12 -4.05 9.99
H 5.54 -4.94 11.75
H 7.17 -4.23 11.77
H 6.97 -6.88 11.42
H 8.06 -5.98 10.34
C 5.34 -9.82 3.83
C 4.91 -8.77 2.83
O 5.71 -7.62 3.15
S 7.14 -8.10 3.71
O 8.07 -8.06 2.65
O 7.37 -7.47 4.96
O 6.75 -9.64 3.98
H 4.87 -9.66 4.80
H 5.12 -10.83 3.49
H 3.85 -8.54 2.89
H 5.15 -9.07 1.81
C -1.81 3.93 1.00
C -1.66 5.04 2.01
O -2.56 6.07 1.56
S -3.83 5.38 0.85
O -4.89 5.30 1.79
O -3.99 5.96 -0.44
O -3.21 3.91 0.67
H -1.25 4.15 0.08
H -1.50 2.96 1.39
H -0.64 5.42 2.07
H -1.98 4.72 3.01
C -3.78 -4.99 5.59
C -2.36 -4.81 6.08
O -1.78 -3.87 5.18
S -2.92 -2.84 4.68
O -2.84 -1.66 5.47
O -2.91 -2.81 3.27
O -4.19 -3.69 5.17
H -3.82 -5.66 4.72
H -4.44 -5.37 6.36
H -1.80 -5.74 6.07
H -2.34 -4.38 7.08
C -8.67 2.43 -5.55
C -8.55 3.55 -4.54
O -9.45 4.56 -4.99
S -10.71 3.86 -5.71
O -11.78 3.77 -4.79
O -10.87 4.45 -7.00
O -10.07 2.40 -5.89
H -8.11 2.66 -6.46
H -8.35 1.47 -5.15
H -7.54 3.94 -4.48
H -8.87 3.22 -3.55
C -9.50 6.69 -9.00
C -9.26 6.10 -10.37
O -8.38 7.02 -11.02
S -7.42 7.68 -9.92
O -6.18 6.98 -9.92
O -7.48 9.10 -10.05
O -8.24 7.24 -8.61
H -10.23 7.51 -9.03
H -9.83 5.95 -8.28
H -10.19 5.99 -10.94
H -8.76 5.14 -10.31
C -4.32 6.42 -14.08
C -5.11 6.45 -15.37
O -6.48 6.48 -14.95
S -6.59 7.30 -13.56
O -6.96 8.64 -13.85
O -7.29 6.50 -12.62
O -5.02 7.28 -13.19
H -4.31 5.41 -13.64
H -3.29 6.76 -14.22
H -4.93 5.57 -15.99
H -4.90 7.35 -15.94
*
```

- DFT total energy: -281350.697 eV

=====

# 3
Formula: C3H10OS
Source: the Open Molecules 2025 dataset
Level of theory: ωB97M-V with the def2-TZVPD basis set

Geometry as ORCA input:
```
! RIJCOSX wB97M-V def2-TZVPD def2/J DEFGRID3
* xyz 1 2
C 2.45 0.56 -0.19
O 3.17 -0.49 0.41
H 2.10 1.29 0.53
H 3.03 1.10 -0.94
H 1.57 0.10 -0.67
H 3.56 -0.18 1.25
C -2.63 0.04 0.56
C -1.46 -0.09 -0.40
S -0.56 -1.57 -0.04
H -2.29 0.19 1.58
H -3.28 -0.84 0.56
H -3.26 0.89 0.30
H -1.74 -0.09 -1.44
H -0.78 0.76 -0.32
H 0.13 -1.68 -1.19
*
```

- Energy above the lowest of the compared OMol25 structures with the same formula, charge and spin: 27.2 kcal/mol
- Expectation value of S²: 0.753

=====

# 4
Formula: C40H45FN4O9S2
Source: the Open Molecules 2025 dataset
Level of theory: ωB97M-V with the def2-TZVPD basis set

Geometry as ORCA input:
```
! RIJCOSX wB97M-V def2-TZVPD def2/J DEFGRID3
* xyz 0 1
C 0.86 -0.38 3.32
C 1.37 -1.71 2.74
C 2.38 -1.56 1.58
C 2.03 -2.41 0.38
O 1.19 -1.63 -0.48
C 0.70 -2.31 -1.56
C 1.36 -2.27 -2.76
C 2.61 -1.42 -2.82
C 2.30 0.04 -3.24
C 1.65 0.81 -2.12
C 2.42 1.40 -1.12
C 1.83 2.05 -0.06
C 0.45 2.15 0.01
C -0.33 1.58 -0.98
C 0.27 0.92 -2.04
C 0.85 -3.00 -3.89
C 1.55 -2.96 -5.22
C 0.84 -2.16 -6.32
O 0.46 -0.84 -5.94
C -0.84 -0.67 -5.58
O -1.43 0.36 -5.76
C -0.31 -3.74 -3.74
S -1.00 -4.70 -5.08
C -1.01 -3.74 -2.51
N -2.17 -4.44 -2.38
C -2.78 -4.38 -1.24
S -4.25 -5.41 -1.24
O -4.52 -5.89 0.07
O -4.21 -6.30 -2.35
F -5.33 -4.33 -1.57
C -2.32 -3.62 -0.10
C -3.09 -3.52 1.20
C -2.25 -2.84 2.29
C -4.42 -2.77 0.99
C -4.42 -1.65 -0.07
C -3.47 -0.48 0.22
N -1.17 -3.00 -0.21
C -0.51 -3.03 -1.40
H 1.29 -0.20 4.30
H 1.14 0.46 2.69
H -0.23 -0.38 3.37
H 0.53 -2.30 2.39
H 1.85 -2.28 3.54
H 2.48 -0.52 1.28
H 3.36 -1.89 1.92
H 2.92 -2.73 -0.17
H 1.50 -3.32 0.68
H 3.06 -1.39 -1.84
H 3.31 -1.82 -3.55
H 1.62 0.02 -4.08
H 3.23 0.52 -3.54
H 3.50 1.32 -1.16
H 2.43 2.51 0.72
H -0.02 2.67 0.84
H -1.40 1.65 -0.92
H -0.36 0.49 -2.80
H 1.63 -3.98 -5.60
H 2.56 -2.58 -5.10
H 1.53 -2.04 -7.15
H -0.02 -2.72 -6.69
H -1.28 -1.53 -5.07
H -0.29 -5.81 -4.88
H -3.28 -4.53 1.56
H -1.75 -1.94 1.93
H -1.53 -3.52 2.72
H -2.92 -2.54 3.10
H -4.72 -2.30 1.93
H -5.22 -3.47 0.73
H -5.43 -1.25 -0.08
H -4.25 -2.06 -1.07
H -3.32 -0.35 1.29
H -2.50 -0.57 -0.28
H -3.92 0.44 -0.14
C -4.22 2.84 5.89
C -3.40 3.82 5.34
C -2.03 3.71 5.45
C -1.50 2.62 6.10
C -2.29 1.63 6.66
C -3.67 1.75 6.55
N -0.03 2.48 6.20
O 0.64 3.37 5.71
O 0.41 1.49 6.75
H -5.30 2.93 5.80
H -3.84 4.67 4.83
H -1.37 4.46 5.03
H -1.85 0.79 7.16
H -4.31 0.99 6.98
C 4.51 7.49 -1.92
C 3.36 7.42 -1.15
C 3.29 6.56 -0.07
C 4.39 5.77 0.21
C 5.54 5.81 -0.55
C 5.60 6.68 -1.63
N 4.33 4.85 1.36
O 3.29 4.81 1.99
O 5.31 4.18 1.60
H 4.56 8.17 -2.76
H 2.51 8.05 -1.39
H 2.40 6.49 0.53
H 6.38 5.18 -0.30
H 6.49 6.73 -2.23
*
```

- DFT total energy: -90980.186 eV
- SMILES string: CCCCOc1c(CCc2ccccc2)c(CCOC=O)c(S)c2nc(S(=O)(=O)F)c([C@@H](C)CCC)nc12.O=[N+]([O-])c1ccccc1.O=[N+]([O-])c1ccccc1